P) # C4H10S

A cluster of 2 separate species, C4H10S in total (ωB97M-V/def2-TZVPD, OMol25).

Last column: natural (NBO) charge in e.
Atoms and positions in Å:
C (-1.91, -1.25, 0.42)  -0.427
C (-1.43, -1.69, 1.58)  -0.379
H (-1.61, -1.68, -0.54)  0.193
H (-2.73, -0.56, 0.30)  0.206
H (-0.57, -2.28, 1.83)  0.213
H (-1.99, -1.30, 2.42)  0.201
C (1.82, 0.83, -1.58)  -0.582
C (0.82, 0.74, -0.36)  -0.638
S (1.06, 1.99, 0.86)  0.724
H (1.76, 1.81, -2.04)  0.237
H (2.80, 0.63, -1.15)  0.233
H (1.49, 0.03, -2.23)  0.259
H (0.98, -0.21, 0.17)  0.312
H (-0.23, 0.60, -0.61)  0.283
H (-0.24, 2.33, 0.91)  0.165

Calculated values
- LUMO (alpha / beta) (hartree) = -0.154 / -0.333
- 2S+1 = 2
- charge = +1
- HOMO-LUMO gap (alpha / beta) (eV) = 9.5 / 4.6

=====

Q) # C4H10S

The ion C4H10S with charge +1 (ωB97M-V/def2-TZVPD, OMol25).

Last column: natural (NBO) charge in e.
Atoms and positions in Å:
C (0.04, 0.28, 2.33)  -0.621
C (-0.74, 0.42, 1.01)  -0.414
C (0.14, -0.25, 0.03)  -0.569
S (1.12, 0.62, -1.23)  0.904
C (0.41, -0.20, -2.66)  -0.823
H (1.15, 0.33, 2.27)  0.212
H (-0.17, -0.80, 2.68)  0.226
H (-0.29, 1.08, 2.98)  0.241
H (-1.64, -0.22, 1.05)  0.246
H (-0.91, 1.44, 0.62)  0.224
H (0.69, -1.05, 0.48)  0.278
H (-0.64, -0.64, -0.67)  0.238
H (0.95, 0.36, -3.43)  0.268
H (-0.67, -0.05, -2.67)  0.284
H (0.54, -1.31, -2.77)  0.306

Calculated values
- LUMO (alpha / beta) (hartree) = -0.131 / -0.314
- 2S+1 = 2
- charge = +1
- HOMO-LUMO gap (alpha / beta) (eV) = 12.1 / 7.1

=====

Verdict on stability: P) comes out at the bottom.

=====

P) # C19H27N3O2

A structure of composition C19H27N3O2 (ωB97M-V/def2-TZVPD, OMol25).

Last column: natural (NBO) charge in e.
Atoms and positions in Å:
C (6.73, 1.66, -0.49)  -0.576
C (5.70, 1.34, -1.55)  -0.400
C (4.52, 0.75, -0.91)  -0.403
C (4.77, -0.77, -0.38)  -0.221
N (3.54, -1.72, -0.28)  -0.451
C (3.64, -3.04, -0.34)  -0.187
C (4.57, -3.82, 0.71)  -0.581
H (5.63, -3.24, 0.36)  0.181
H (4.67, -4.72, 0.15)  0.227
H (4.36, -3.69, 1.56)  0.171
H (2.64, -3.22, -0.31)  0.193
H (3.93, -2.95, -1.52)  0.185
C (2.90, -1.44, 1.04)  -0.248
C (2.15, 0.12, 1.17)  0.214
C (2.13, 1.07, 1.86)  -0.309
C (1.12, 1.99, 1.61)  -0.361
C (0.72, 1.30, 0.41)  0.351
O (1.20, 0.19, 0.23)  -0.413
C (-0.23, 2.05, -0.70)  -0.290
N (-1.34, 0.97, -0.81)  -0.604
C (-2.63, 1.00, -0.51)  0.745
O (-3.13, 2.10, 0.26)  -0.796
N (-3.31, -0.03, -0.58)  -0.556
C (-4.71, -0.35, -0.17)  0.228
C (-5.17, -1.47, -0.96)  -0.266
C (-6.40, -1.93, -0.46)  -0.258
C (-7.30, -1.22, 0.17)  -0.205
C (-6.76, 0.36, 0.51)  -0.098
C (-5.56, 0.49, 0.40)  -0.355
H (-5.04, 1.44, 0.64)  0.293
H (-7.42, 1.03, 0.98)  0.209
H (-8.37, -1.30, 0.25)  0.217
H (-6.84, -2.88, -0.73)  0.209
H (-4.55, -2.49, -1.23)  0.221
H (-2.87, -0.97, -1.11)  0.394
H (-0.89, 0.23, -1.15)  0.371
H (0.20, 2.24, -1.74)  0.231
H (-0.87, 2.82, 0.04)  0.299
H (0.92, 3.01, 1.93)  0.246
H (2.63, 1.33, 2.97)  0.229
H (2.25, -2.15, 1.51)  0.213
H (3.46, -1.15, 2.23)  0.161
H (5.22, -0.70, 0.59)  0.187
H (5.26, -1.39, -1.09)  0.190
H (3.89, 1.34, -0.14)  0.218
H (3.71, 0.48, -1.62)  0.206
H (6.01, 0.61, -2.32)  0.195
H (5.33, 2.14, -1.96)  0.197
H (7.15, 0.84, -0.29)  0.186
H (6.18, 2.32, 0.31)  0.212
H (7.49, 2.27, -1.12)  0.200

Calculated values
- LUMO (hartree) = 0.012
- 2S+1 = 1
- HOMO-LUMO gap (eV) = 8.6

=====

Q) # C19H27N3O2

An isolated molecule of C19H27N3O2 (ωB97M-V/def2-TZVPD, OMol25).

Last column: natural (NBO) charge in e.
Atoms and positions in Å:
C (-5.37, -2.37, 0.28)  -0.638
C (-5.31, -1.23, -0.74)  -0.199
N (-4.17, -0.35, -0.66)  -0.454
C (-2.89, -0.98, -0.95)  -0.248
C (-1.84, 0.12, -1.12)  -0.225
N (-1.70, 0.98, 0.04)  -0.456
C (-1.01, 0.37, 1.17)  -0.332
C (0.31, -0.29, 0.76)  0.642
O (0.38, -1.51, 0.83)  -0.598
C (1.43, 0.52, 0.37)  -0.326
C (1.56, 1.90, 0.19)  0.294
C (0.55, 2.98, 0.26)  -0.690
N (2.85, 2.20, -0.11)  -0.335
C (3.37, 3.52, -0.34)  -0.405
C (3.60, 1.04, -0.17)  0.091
C (4.94, 0.84, -0.44)  -0.231
C (5.41, -0.46, -0.42)  -0.245
C (4.57, -1.54, -0.12)  0.295
O (5.18, -2.76, -0.13)  -0.499
C (4.40, -3.90, 0.16)  -0.251
C (3.23, -1.34, 0.15)  -0.321
C (2.74, -0.03, 0.13)  0.042
C (-3.01, 1.51, 0.39)  -0.220
C (-4.08, 0.43, 0.56)  -0.242
H (-4.50, -3.02, 0.19)  0.206
H (-5.41, -1.99, 1.30)  0.202
H (-6.26, -2.97, 0.11)  0.214
H (-5.32, -1.65, -1.75)  0.191
H (-6.21, -0.61, -0.63)  0.189
H (-2.99, -1.54, -1.87)  0.205
H (-2.57, -1.66, -0.15)  0.174
H (-0.87, -0.33, -1.35)  0.210
H (-2.13, 0.76, -1.96)  0.199
H (-1.60, -0.41, 1.66)  0.194
H (-0.81, 1.16, 1.90)  0.206
H (0.78, 3.76, -0.47)  0.218
H (0.54, 3.44, 1.25)  0.223
H (-0.43, 2.58, 0.05)  0.282
H (3.03, 4.21, 0.43)  0.211
H (3.05, 3.90, -1.32)  0.204
H (4.46, 3.49, -0.32)  0.220
H (5.61, 1.65, -0.68)  0.211
H (6.45, -0.67, -0.63)  0.221
H (3.97, -3.84, 1.17)  0.177
H (5.08, -4.75, 0.10)  0.195
H (3.59, -4.02, -0.57)  0.177
H (2.55, -2.14, 0.39)  0.253
H (-2.92, 2.10, 1.31)  0.197
H (-3.32, 2.17, -0.43)  0.201
H (-5.05, 0.91, 0.75)  0.205
H (-3.84, -0.19, 1.44)  0.163

Calculated values
- LUMO (hartree) = 0.025
- 2S+1 = 1
- HOMO-LUMO gap (eV) = 8.4

=====

Verdict on stability: P) comes out at the bottom.

=====

P) # C3H8N

A cluster of 3 separate species, C3H8N in total (ωB97M-V/def2-TZVPD, OMol25).

Last column: natural (NBO) charge in e.
Atoms and positions in Å:
C (2.02, -1.21, -0.09)  -0.768
C (1.70, -0.12, 0.82)  0.332
C (0.80, 0.88, 0.17)  -0.074
N (0.55, 0.89, -1.16)  -0.330
H (2.58, -2.12, 0.49)  0.288
H (1.09, -1.72, -0.29)  0.317
H (2.44, -0.81, -1.03)  0.344
H (2.05, 0.35, 1.70)  0.254
H (0.35, 1.85, 0.77)  0.241
H (0.52, 1.96, -1.42)  0.396
H (-6.83, 0.73, 0.16)  -0.011
H (-7.27, -0.68, -0.12)  0.011

Calculated values
- LUMO (hartree) = -0.311
- 2S+1 = 1
- charge = +1
- HOMO-LUMO gap (eV) = 4.6

=====

Q) # C3H8N

A cluster of 2 separate species, C3H8N in total (ωB97M-V/def2-TZVPD, OMol25).

Last column: natural (NBO) charge in e.
Atoms and positions in Å:
C (-1.34, -1.47, 0.27)  -0.400
C (-2.56, -1.01, 0.50)  -0.341
H (-1.10, -2.52, 0.32)  0.214
H (-0.53, -0.79, 0.06)  0.123
H (-3.38, -1.67, 0.75)  0.217
H (-2.77, 0.05, 0.45)  0.191
C (1.32, 0.77, -0.27)  0.169
N (2.31, 1.54, -0.46)  -0.564
H (0.33, 1.09, -0.57)  0.246
H (1.50, -0.19, 0.21)  0.245
H (3.24, 1.27, -0.16)  0.451
H (2.20, 2.45, -0.88)  0.450

Calculated values
- LUMO (hartree) = -0.222
- 2S+1 = 1
- charge = +1
- HOMO-LUMO gap (eV) = 7.4

=====

Verdict on stability: P) comes out at the bottom.

=====

P) # C3H8N

The ion C3H8N with charge +1 (ωB97M-V/def2-TZVPD, OMol25).

Last column: natural (NBO) charge in e.
Atoms and positions in Å:
C (1.52, -0.04, 0.12)  -0.616
C (0.03, -0.37, -0.34)  -0.032
C (-1.22, -0.25, 0.51)  -0.238
N (-0.97, 0.59, -0.56)  -0.525
H (2.02, -1.00, -0.09)  0.257
H (1.44, 0.02, 1.22)  0.241
H (1.78, 0.84, -0.53)  0.247
H (0.03, -1.08, -1.13)  0.237
H (-2.04, -1.02, 0.54)  0.275
H (-0.96, 0.28, 1.53)  0.253
H (-1.48, 0.56, -1.44)  0.448
H (-0.97, 1.63, -0.39)  0.452

Calculated values
- LUMO (hartree) = -0.133
- 2S+1 = 1
- charge = +1
- HOMO-LUMO gap (eV) = 13.4

=====

Q) # C3H8N

The ion C3H8N with charge +1 (ωB97M-V/def2-TZVPD, OMol25).

Last column: natural (NBO) charge in e.
Atoms and positions in Å:
C (2.16, 0.17, -0.07)  -0.615
C (0.43, 0.05, -0.14)  0.304
N (-0.73, 0.37, 0.34)  -0.427
C (-2.00, -0.04, -0.15)  -0.433
H (2.31, 0.20, -1.14)  0.249
H (2.53, 1.18, 0.45)  0.268
H (2.67, -0.78, 0.24)  0.288
H (0.32, -0.83, -0.91)  0.191
H (-0.61, 1.26, 0.75)  0.423
H (-2.63, 0.21, 0.76)  0.253
H (-2.22, 0.54, -1.03)  0.249
H (-1.95, -1.17, -0.26)  0.251

Calculated values
- LUMO (hartree) = -0.186
- 2S+1 = 1
- charge = +1
- HOMO-LUMO gap (eV) = 12.2

=====

Verdict on stability: Q) comes out at the bottom.